P) This record from OMol25 describes C6H11NO2 in the gas phase. The level of theory is ωB97M-V with the def2-TZVPD basis set.

Results
**HOMO energy**: -9.918 eV
**HOMO-LUMO gap**: 10.488 eV

Cartesian coordinates (Å):
H: -1.746 -0.867 0.654
N: -1.886 -0.066 1.262
C: -1.154 0.958 0.923
O: -1.452 1.932 1.760
C: 0.275 0.931 0.448
C: 0.555 -0.083 -0.659
C: -0.309 0.143 -1.895
C: 0.666 -1.566 -0.231
O: 1.992 -1.670 -0.769
C: 2.053 -0.254 -0.998
H: -2.174 1.212 2.363
H: 0.923 0.729 1.315
H: 0.511 1.946 0.097
H: -0.014 -0.542 -2.701
H: -1.373 -0.035 -1.684
H: -0.190 1.173 -2.260
H: 0.661 -1.731 0.859
H: -0.032 -2.267 -0.712
H: 2.345 -0.013 -2.031
H: 2.742 0.240 -0.295

Results of the natural (NBO) charge analysis, in e, for atoms 1 through 6: 0.34 -0.77 0.59 -0.68 -0.47 -0.10

=====

Q) This record from OMol25 describes a molecular structure, C6H11NO2. The level of theory is ωB97M-V with the def2-TZVPD basis set.

Results
**HOMO energy**: -7.885 eV
**HOMO-LUMO gap**: 8.552 eV

Cartesian coordinates (Å):
C: -0.980 -0.822 0.365
C: -2.338 -0.631 0.958
C: -1.715 0.461 0.117
C: 1.656 1.425 -1.025
C: -0.744 -1.818 -0.741
C: 1.203 -0.142 0.965
N: 2.870 1.854 -0.739
O: 0.074 -0.785 1.327
O: 2.153 -0.075 1.687
H: 3.656 1.232 -0.858
H: 3.080 2.701 -0.220
H: -3.156 -1.204 0.546
H: -2.387 -0.469 2.025
H: -2.099 0.640 -0.878
H: -1.364 1.344 0.633
H: 1.254 0.312 -0.305
H: 0.896 2.184 -0.797
H: 0.119 -1.529 -1.345
H: -1.615 -1.871 -1.392
H: -0.563 -2.808 -0.322

Results of the natural (NBO) charge analysis, in e, for atoms 1 through 6: 0.24 -0.43 -0.45 -0.16 -0.63 0.63

=====

P) has the most favorable energy; the next structure is 33.1 kcal/mol above.

=====

P) This record from OMol25 describes 2 unconnected molecules or ions with the total composition C6H11NO2. The level of theory is ωB97M-V with the def2-TZVPD basis set.

Results
**HOMO energy**: -8.310 eV
**HOMO-LUMO gap**: 8.858 eV

Cartesian coordinates (Å):
C: 0.670 -1.895 1.582
C: 0.793 -0.655 0.762
C: 1.296 -0.777 -0.653
C: 2.157 0.054 0.153
O: 2.834 1.033 0.089
H: -0.363 -1.991 1.931
H: 0.904 -2.809 1.025
H: 1.321 -1.866 2.465
H: 0.353 0.191 1.274
H: 1.752 -1.723 -0.934
H: 0.874 -0.298 -1.533
C: -1.998 0.367 -1.131
C: -1.556 1.406 -0.140
N: -0.366 2.068 -0.432
O: -2.188 1.685 0.867
H: -2.974 0.643 -1.544
H: -2.078 -0.593 -0.620
H: -1.298 0.260 -1.963
H: -0.164 2.864 0.162
H: 0.030 2.034 -1.362

Results of the natural (NBO) charge analysis, in e, for atoms 1 through 6: -0.62 -0.33 -0.54 0.63 -0.51 0.22

=====

Q) This record from OMol25 describes C6H11NO2 in the gas phase. The level of theory is ωB97M-V with the def2-TZVPD basis set.

Results
**HOMO energy**: -7.200 eV
**HOMO-LUMO gap**: 7.884 eV

Cartesian coordinates (Å):
C: 0.417 -2.164 0.211
C: 0.790 -1.102 1.190
C: 0.907 0.230 1.024
O: 1.311 0.996 2.110
C: -0.440 0.593 0.413
N: -1.491 0.913 1.296
C: -0.596 0.713 -0.923
C: 0.426 0.376 -1.957
O: -1.769 1.300 -1.380
H: -0.601 -2.024 -0.143
H: 1.110 -2.227 -0.623
H: 0.430 -3.130 0.723
H: 1.239 -1.492 2.105
H: 1.219 1.923 1.866
H: -1.175 1.237 2.196
H: -2.169 1.536 0.885
H: 0.603 1.238 -2.607
H: 1.363 0.107 -1.475
H: 0.111 -0.468 -2.576
H: -1.685 1.445 -2.335

Results of the natural (NBO) charge analysis, in e, for atoms 1 through 6: -0.66 -0.15 0.20 -0.69 0.05 -0.82

=====

P) has the most favorable energy; the next structure is 1.4 kcal/mol above.

=====

P) This record from OMol25 describes C6H11NO2 in the gas phase. The level of theory is ωB97M-V with the def2-TZVPD basis set.

Results
**HOMO energy**: -8.987 eV
**HOMO-LUMO gap**: 9.142 eV

Cartesian coordinates (Å):
C: 2.124 -1.426 0.631
C: 1.183 -0.499 0.816
C: 1.382 0.720 1.671
C: -0.181 -0.803 0.353
O: -0.592 -1.959 0.070
N: -1.186 0.145 0.524
O: -2.385 -0.481 0.363
C: -0.830 1.145 -0.768
C: -1.341 0.554 -2.059
H: 1.919 -2.316 0.056
H: 3.140 -1.266 0.959
H: 2.337 0.664 2.189
H: 1.371 1.630 1.071
H: 0.584 0.813 2.406
H: -1.938 -1.565 0.118
H: -1.397 2.024 -0.459
H: 0.231 1.381 -0.793
H: -0.738 -0.297 -2.374
H: -1.313 1.310 -2.845
H: -2.372 0.227 -1.929

Results of the natural (NBO) charge analysis, in e, for atoms 1 through 6: -0.28 -0.12 -0.64 0.61 -0.62 -0.14

=====

Q) This record from OMol25 describes a molecular structure, C6H11NO2. The level of theory is ωB97M-V with the def2-TZVPD basis set.

Results
**HOMO energy**: -8.621 eV
**HOMO-LUMO gap**: 8.984 eV

Cartesian coordinates (Å):
C: 1.136 -0.016 -0.312
C: -2.384 -1.070 -0.106
C: 1.784 -1.390 -0.313
C: 1.421 0.751 1.165
C: -0.300 0.022 -0.560
N: 0.593 1.748 1.370
C: -0.922 1.269 -0.801
O: -0.952 -1.044 -0.118
O: 2.362 0.299 1.794
H: 1.637 0.665 -1.002
H: -0.376 1.808 0.337
H: 0.782 2.260 2.222
H: -2.775 -0.327 0.591
H: -2.649 -2.066 0.242
H: -2.786 -0.897 -1.105
H: 1.689 -1.860 -1.294
H: 2.836 -1.287 -0.060
H: 1.325 -2.036 0.433
H: -0.425 1.871 -1.553
H: -1.995 1.301 -0.930

Results of the natural (NBO) charge analysis, in e, for atoms 1 through 6: -0.41 -0.26 -0.60 0.69 0.59 -0.89

=====

R) This record from OMol25 describes 2 unconnected molecules or ions with the total composition C6H11NO2. The level of theory is ωB97M-V with the def2-TZVPD basis set.

Results
**HOMO energy**: -9.506 eV
**HOMO-LUMO gap**: 10.174 eV

Cartesian coordinates (Å):
C: 1.865 0.603 -1.302
C: 1.094 0.815 -0.249
C: 0.832 -0.206 0.824
O: 1.309 -1.480 0.505
C: -0.702 -0.304 1.259
C: -1.387 1.035 1.487
H: 2.351 -0.346 -1.460
H: 2.020 1.358 -2.053
H: 0.634 1.779 -0.089
H: 1.380 0.108 1.722
H: 0.781 -1.799 -0.261
H: -1.294 -0.925 0.584
H: -0.675 -0.870 2.193
H: -2.347 0.881 1.977
H: -0.781 1.676 2.125
H: -1.563 1.554 0.548
N: -0.545 -1.614 -1.786
C: -1.097 -0.544 -1.774
O: -1.578 0.504 -1.712
H: -0.297 -2.225 -2.535

Results of the natural (NBO) charge analysis, in e, for atoms 1 through 6: -0.41 -0.21 0.06 -0.73 -0.41 -0.62

=====

R) has the most favorable energy; the next structure is 27.8 kcal/mol above.

=====

P) This record from OMol25 describes 11 unconnected molecules or ions with the total composition BF4H20O10. The level of theory is ωB97M-V with the def2-TZVPD basis set.

Results
**Net charge**: -1
**HOMO energy**: -7.816 eV
**HOMO-LUMO gap**: 10.533 eV

Cartesian coordinates (Å):
B: 0.078 -1.007 -0.304
F: -0.070 0.390 -0.123
F: -1.066 -1.591 0.233
F: 0.192 -1.228 -1.647
F: 1.235 -1.408 0.267
O: -3.050 -1.070 -1.429
H: -2.291 -1.593 -1.154
H: -3.700 -1.172 -0.670
O: 2.778 -1.037 -2.682
H: 2.611 -0.791 -3.611
H: 1.896 -1.124 -2.302
O: 0.708 1.269 -2.791
H: 0.416 0.679 -2.139
H: 1.094 1.970 -2.309
O: -3.783 -1.101 1.311
H: -3.162 -0.375 1.377
H: -4.652 -0.942 1.725
O: -1.450 2.762 -0.984
H: -1.228 2.651 -1.902
H: -2.283 2.203 -0.838
O: -0.013 -1.569 2.709
H: -0.251 -1.760 1.816
H: 0.515 -0.722 2.555
O: 3.493 1.015 0.757
H: 3.785 0.144 0.555
H: 2.989 1.381 0.017
O: 0.557 2.806 1.223
H: -0.212 2.735 0.686
H: 0.565 2.003 1.730
O: 3.370 -2.270 1.572
H: 2.495 -2.375 1.197
H: 3.902 -2.316 0.794
O: -1.931 0.976 1.746
H: -1.292 0.640 1.137
H: -2.241 1.831 1.466

Results of the natural (NBO) charge analysis, in e, for atoms 1 through 6: 1.32 -0.58 -0.56 -0.56 -0.56 -1.00

=====

Q) This record from OMol25 describes 11 unconnected molecules or ions with the total composition BF4H20O10. The level of theory is ωB97M-V with the def2-TZVPD basis set.

Results
**Net charge**: -1
**HOMO energy**: -7.475 eV
**HOMO-LUMO gap**: 10.322 eV

Cartesian coordinates (Å):
B: 15.174 3.272 -20.718
F: 15.456 2.343 -21.675
F: 13.790 3.368 -20.531
F: 15.651 2.909 -19.509
F: 15.624 4.527 -21.018
O: 17.903 1.654 -18.727
H: 18.112 1.482 -19.621
H: 17.254 2.334 -18.881
O: 15.805 2.809 -16.459
H: 15.847 2.048 -15.901
H: 14.872 2.914 -16.709
O: 11.945 0.919 -20.407
H: 11.888 1.708 -19.900
H: 12.758 1.062 -20.819
O: 14.685 -0.222 -20.623
H: 14.861 0.450 -21.271
H: 14.748 0.216 -19.775
O: 17.522 4.701 -17.233
H: 16.757 4.044 -17.284
H: 18.321 4.370 -16.922
O: 12.760 5.799 -20.200
H: 12.183 6.246 -20.857
H: 13.003 4.995 -20.609
O: 11.052 3.848 -21.632
H: 10.877 4.255 -22.494
H: 11.950 3.599 -21.724
O: 14.972 0.679 -18.063
H: 15.436 1.457 -17.870
H: 14.215 0.633 -17.480
O: 13.600 3.343 -17.741
H: 13.804 4.241 -17.529
H: 13.990 3.246 -18.594
O: 16.043 6.764 -19.150
H: 16.688 6.112 -18.899
H: 15.736 6.511 -20.038

Results of the natural (NBO) charge analysis, in e, for atoms 1 through 6: 1.32 -0.55 -0.59 -0.57 -0.56 -0.95

=====

P) has the most favorable energy; the next structure is 3.1 kcal/mol above.